Record 1
DFT (the ωB97M-V functional and the def2-TZVPD basis) results for a structure of composition C3H5N3O.

Results
LUMO level = 0.02295 Ha
orbital gap = 0.3405 hartree
spin multiplicity = 1
net charge = 0
ΔE to the lowest compared entry with this formula, charge and spin = 337.20 kJ/mol
HOMO energy = -8.64 eV

Last column: natural (NBO) charge in e.
Geometry (Å):
C1 2.240 0.104 0.049  -0.27
C2 -0.077 -0.387 -0.234  0.53
C3 -1.736 0.741 -0.049  0.13
H1 2.061 1.099 -0.530  0.20
H2 2.108 0.326 1.056  0.19
H3 3.182 -0.442 -0.387  0.21
H4 -2.464 1.515 -0.110  0.21
H5 -3.057 -1.011 0.489  0.42
N1 -0.372 0.925 -0.078  -0.50
N2 -2.042 -0.593 -0.057  -0.32
N3 -1.018 -1.367 -0.061  -0.30
O1 1.176 -0.909 -0.088  -0.50

=====

Record 2
DFT (the ωB97M-V functional and the def2-TZVPD basis) results for a cluster of 6 separate species, H12O6 in total.

Results
LUMO level = -0.00229 Ha
orbital gap = 0.3828 hartree
spin multiplicity = 1
net charge = 0
SMILES string = O.O.O.O.O.O
ΔE to the lowest compared entry with this formula, charge and spin = 133.17 kJ/mol
HOMO energy = -10.48 eV

Last column: natural (NBO) charge in e.
Geometry (Å):
O1 11.150 24.494 -14.602  -0.94
H1 11.974 24.716 -15.050  0.46
H2 10.788 23.752 -15.099  0.47
O2 9.622 23.385 -11.788  -0.97
H3 10.204 24.145 -11.889  0.47
H4 9.988 22.717 -12.401  0.49
O3 14.412 20.844 -14.362  -0.96
H5 14.988 21.492 -13.936  0.48
H6 13.882 21.359 -14.983  0.48
O4 13.655 18.483 -12.722  -0.96
H7 13.919 19.343 -13.081  0.48
H8 14.472 17.978 -12.661  0.47
O5 10.904 21.482 -13.429  -0.96
H9 11.772 21.086 -13.275  0.49
H10 10.488 20.911 -14.089  0.48
O6 7.755 20.464 -15.546  -0.94
H11 7.798 20.997 -14.743  0.47
H12 6.958 19.933 -15.439  0.47

=====

Record 3
DFT (the ωB97M-V functional and the def2-TZVPD basis) results for a structure of composition C3H5ClO2.

Results
LUMO level = -0.00798 Ha
orbital gap = 0.3517 hartree
spin multiplicity = 1
net charge = 0
ΔE to the lowest compared entry with this formula, charge and spin = 718.44 kJ/mol
HOMO energy = -9.79 eV

Last column: natural (NBO) charge in e.
Geometry (Å):
C1 -0.539 -1.304 -0.622  -0.47
C2 0.305 -0.469 -0.045  0.32
C3 0.279 0.923 0.286  -0.75
O1 1.920 -1.394 0.242  -0.24
O2 2.813 -0.612 0.807  -0.20
Cl1 3.804 0.344 -0.325  0.09
H1 -0.199 -2.239 -0.928  0.24
H2 -1.611 -0.864 -0.829  0.23
H3 -0.508 1.067 1.010  0.25
H4 1.333 1.220 0.659  0.28
H5 -0.056 1.635 -0.627  0.25

=====

Record 4
DFT (the ωB97M-V functional and the def2-TZVPD basis) results for a structure of composition C14H21CuIN5O2S.

Results
LUMO level (alpha / beta) = -0.10441 / -0.11650 Ha
orbital gap (alpha / beta) = 0.2893 / 0.2969 hartree
spin multiplicity = 2
net charge = +1
ΔE to the lowest compared entry with this formula, charge and spin = 52.78 kJ/mol
<S²> = 0.75
HOMO energy (alpha / beta) = -10.71 / -11.25 eV

Last column: natural (NBO) charge in e.
Geometry (Å):
Cu1 0.272 -1.401 0.089  1.26
N1 -0.424 0.673 -0.248  -0.89
C1 0.838 1.420 -0.377  -0.18
C2 0.739 2.783 -1.055  -0.42
C3 -0.117 3.860 -0.373  -0.42
C4 0.424 4.392 0.960  -0.24
N2 0.213 3.511 2.114  -0.55
C5 -0.922 3.419 2.787  0.67
N3 -2.014 4.062 2.356  -0.77
N4 -0.999 2.693 3.900  -0.76
C6 1.877 0.531 -1.152  0.78
O1 2.754 1.090 -1.778  -0.63
O2 1.696 -0.735 -1.017  -0.88
H1 -0.899 0.652 -1.146  0.39
H2 -1.050 1.077 0.438  0.37
H3 1.242 1.521 0.629  0.20
H4 0.355 2.639 -2.068  0.22
H5 1.763 3.140 -1.171  0.25
H6 -1.151 3.518 -0.251  0.19
H7 -0.149 4.716 -1.050  0.24
H8 -0.033 5.357 1.194  0.20
H9 1.495 4.558 0.864  0.24
H10 1.003 2.991 2.464  0.43
H11 -1.957 4.723 1.602  0.43
H12 -2.838 4.097 2.932  0.42
H13 -0.248 2.078 4.173  0.43
H14 -1.887 2.516 4.336  0.42
I1 1.749 -0.555 2.932  0.03
C7 0.395 -1.929 2.000  -0.93
H15 -0.523 -1.908 2.582  0.19
H16 0.864 -2.908 2.064  0.21
S1 -2.486 -4.768 -0.970  0.47
C8 -1.897 -3.362 -0.190  -0.10
N5 -0.718 -2.962 -0.553  -0.57
C9 -0.168 -3.796 -1.524  0.17
C10 1.088 -3.664 -2.120  -0.23
C11 1.457 -4.594 -3.068  -0.18
C12 0.604 -5.641 -3.433  -0.19
C13 -0.636 -5.789 -2.848  -0.21
C14 -1.011 -4.858 -1.885  -0.25
H17 -2.479 -2.855 0.566  0.23
H18 1.735 -2.839 -1.851  0.27
H19 2.425 -4.510 -3.542  0.23
H20 0.918 -6.348 -4.189  0.23
H21 -1.301 -6.596 -3.124  0.23

=====

Record 5
DFT (the ωB97M-V functional and the def2-TZVPD basis) results for the ion C4H9N2 with charge +1.

Results
LUMO level = -0.12200 Ha
orbital gap = 0.4091 hartree
spin multiplicity = 1
net charge = +1
SMILES string = N[C@@]1([NH3+])C=CC1
ΔE to the lowest compared entry with this formula, charge and spin = 287.65 kJ/mol
HOMO energy = -14.45 eV

Last column: natural (NBO) charge in e.
Geometry (Å):
N1 -0.124 -1.530 -0.449  -0.86
C1 -0.107 -0.176 -0.124  0.34
N2 0.523 0.545 -1.593  -0.80
C2 -1.305 0.448 0.516  -0.25
C3 -0.606 0.871 1.584  -0.06
C4 0.748 0.268 1.088  -0.45
H1 -1.066 -1.852 -0.436  0.40
H2 0.437 -2.325 -0.097  0.43
H3 1.169 -0.270 -1.648  0.44
H4 0.978 1.448 -1.674  0.43
H5 -0.191 0.463 -2.398  0.44
H6 -2.243 0.343 0.177  0.22
H7 -0.767 1.392 2.528  0.25
H8 1.458 0.930 0.740  0.21
H9 1.096 -0.555 1.786  0.24

=====

Record 6
DFT (the ωB97M-V functional and the def2-TZVPD basis) results for the molecule C7H14.

Results
LUMO level = 0.03911 Ha
orbital gap = 0.3868 hartree
spin multiplicity = 1
net charge = 0
SMILES string = C[C@@H]1[C@H](C)C1(C)C
ΔE to the lowest compared entry with this formula, charge and spin = 69.83 kJ/mol
HOMO energy = -9.46 eV

Last column: natural (NBO) charge in e.
Geometry (Å):
C1 -1.059 1.663 0.797  -0.61
C2 -0.219 1.068 -0.314  -0.22
C3 -0.554 -0.289 -0.889  -0.22
C4 -1.685 -1.153 -0.379  -0.61
C5 0.736 -0.095 -0.130  -0.06
C6 0.943 -0.702 1.245  -0.61
C7 1.987 -0.149 -0.987  -0.59
H1 -1.957 2.130 0.374  0.21
H2 -0.515 2.432 1.356  0.21
H3 -1.403 0.914 1.516  0.20
H4 0.110 1.813 -1.039  0.21
H5 -0.422 -0.367 -1.969  0.21
H6 -1.536 -2.190 -0.700  0.21
H7 -2.652 -0.817 -0.771  0.21
H8 -1.751 -1.158 0.713  0.21
H9 1.850 -0.283 1.698  0.21
H10 1.075 -1.789 1.186  0.21
H11 0.119 -0.502 1.935  0.21
H12 1.831 0.339 -1.956  0.21
H13 2.846 0.329 -0.500  0.20
H14 2.254 -1.195 -1.185  0.21

=====

Record 7
DFT (the ωB97M-V functional and the def2-TZVPD basis) results for the molecule C4H10P2.

Results
LUMO level = 0.00925 Ha
orbital gap = 0.3346 hartree
spin multiplicity = 1
net charge = 0
SMILES string = [H]/P=C/[C@H](P)CC
ΔE to the lowest compared entry with this formula, charge and spin = 78.63 kJ/mol
HOMO energy = -8.85 eV

Last column: natural (NBO) charge in e.
Geometry (Å):
H1 -2.909 1.289 1.007  -0.05
P1 -2.451 0.787 -0.248  0.39
C1 -1.240 -0.066 0.512  -0.54
C2 -0.165 -0.645 -0.286  -0.50
P2 0.063 -2.547 0.047  0.28
C3 1.275 0.116 -0.060  -0.40
C4 1.285 1.505 -0.642  -0.64
H2 -1.271 -0.067 1.555  0.21
H3 -0.474 -0.516 -1.340  0.23
H4 -1.321 -2.581 -0.022  -0.02
H5 -0.198 -2.691 1.567  -0.01
H6 1.419 0.208 1.021  0.21
H7 1.963 -0.487 -0.689  0.21
H8 0.517 2.133 -0.085  0.22
H9 1.281 1.422 -1.752  0.21
H10 2.228 2.140 -0.587  0.22

=====

Record 8
DFT (the ωB97M-V functional and the def2-TZVPD basis) results for a cluster of 2 separate species, C4H4N2O2 in total.

Results
LUMO level = 0.00884 Ha
orbital gap = 0.3720 hartree
spin multiplicity = 1
net charge = 0
SMILES string = C=C1OC1=O.N=C=N
ΔE to the lowest compared entry with this formula, charge and spin = 356.02 kJ/mol
HOMO energy = -9.88 eV

Last column: natural (NBO) charge in e.
Geometry (Å):
C1 -1.845 0.594 -2.979  -0.44
C2 -0.755 0.497 -2.267  0.17
O1 0.557 -0.064 -2.425  -0.43
C3 0.241 0.558 -1.279  0.77
O2 0.697 0.847 -0.233  -0.53
H1 -2.706 1.094 -2.574  0.24
H2 -1.912 0.183 -3.972  0.23
N1 1.919 -0.428 2.271  -0.73
C4 1.169 -0.793 3.136  0.65
N2 0.560 -1.437 3.955  -0.75
H3 1.719 0.132 1.466  0.42
H4 0.355 -1.183 4.900  0.40

=====

What is the spin multiplicity in the third record? 1